Here is a 18-piece molecular cluster, C19H22BCl51NO4 overall in a non-equilibrium geometry from OMol25. Energies are from the ωB97M-V functional and the def2-TZVPD basis.

```
98
C19H22BCl51NO4, DFT the ωB97M-V functional and the def2-TZVPD basis
N -1.91754 -0.18867 -0.32623
C -0.68541 0.63492 -0.49267
B 0.68758 -0.07640 0.03488
O 0.74602 -1.50714 0.15687
O 1.88808 0.66145 0.34073
C -0.43658 0.89756 -2.08731
O -0.47835 2.12387 -2.45357
O -0.17131 -0.16247 -2.93648
H -2.34101 -0.02526 0.59455
H -1.75784 -1.18267 -0.51592
H -0.81236 1.62713 0.07383
H 1.62715 -1.69510 0.55763
H 1.69758 1.62592 0.51269
C 2.56516 2.87458 -2.31986
Cl 2.74302 1.14846 -2.63085
Cl 2.04656 3.14321 -0.65155
Cl 4.07675 3.73431 -2.65661
H 1.79418 3.26397 -2.98082
C 0.37442 -4.01673 2.62312
Cl 1.40781 -2.69727 3.19533
Cl -1.31810 -3.70373 3.03705
Cl 0.55596 -4.23920 0.87948
H 0.68451 -4.93393 3.11990
C -1.12931 2.19521 3.48531
Cl 0.07168 1.47420 2.40496
Cl -1.77814 3.68479 2.78618
Cl -2.43314 1.04550 3.81720
H -0.64110 2.44153 4.42648
C 3.03950 5.63243 1.85542
Cl 4.27464 5.47371 3.11416
Cl 1.57416 4.75087 2.30652
Cl 2.67201 7.33808 1.55638
H 3.42969 5.19945 0.93557
C 2.82204 -6.36046 -1.95096
Cl 1.85065 -4.90067 -2.17473
Cl 3.37233 -6.48495 -0.27477
Cl 1.89800 -7.80213 -2.42102
H 3.69729 -6.29027 -2.59345
C 2.23682 6.72816 -5.28090
Cl 3.34787 6.39927 -6.62309
Cl 1.43512 5.24694 -4.74703
Cl 3.09879 7.48819 -3.93466
H 1.47391 7.41972 -5.63221
C -4.00628 4.55079 6.29345
Cl -3.15535 3.01239 6.50217
Cl -3.02056 5.68894 5.36514
Cl -5.56698 4.29124 5.50245
H -4.18629 4.97883 7.27738
C 1.00081 2.61118 -8.21661
Cl 2.09112 3.91800 -7.73353
Cl -0.65789 2.97386 -7.72143
Cl 1.08423 2.34435 -9.96564
H 1.31750 1.69317 -7.71612
C -3.06132 -3.31423 6.73201
Cl -3.51996 -4.46021 5.46503
Cl -2.96706 -1.67222 6.08119
Cl -4.20680 -3.38481 8.08004
H -2.07732 -3.59169 7.10430
C 7.84899 4.57653 5.33739
Cl 8.09098 2.87156 5.74390
Cl 8.65147 4.97188 3.81106
Cl 6.12334 4.95619 5.24895
H 8.29299 5.18235 6.12451
C -8.21367 2.66380 2.42906
Cl -8.62072 1.36849 3.56471
Cl -7.80827 4.15056 3.30060
Cl -6.87569 2.17379 1.38104
H -9.08500 2.85865 1.80463
C 2.71217 -9.95885 1.74973
Cl 1.33554 -9.71318 2.83366
Cl 2.29999 -9.48262 0.09563
Cl 4.12224 -9.05499 2.32338
H 2.96209 -11.01780 1.74935
C -9.62870 3.27478 -1.27804
Cl -10.03669 1.97861 -0.14323
Cl -9.22539 4.76029 -0.40439
Cl -8.29025 2.78597 -2.32432
H -10.49830 3.46949 -1.90215
C -2.62080 -8.77236 1.56632
Cl -3.02589 -10.04914 2.72424
Cl -2.21882 -7.27061 2.41107
Cl -1.28441 -9.27924 0.52478
H -3.49192 -8.58989 0.93998
C -2.66725 -5.10315 -1.86757
Cl -3.07007 -6.37933 -0.70823
Cl -2.27121 -3.60306 -1.02577
Cl -1.32561 -5.60709 -2.90490
H -3.53763 -4.92402 -2.49532
C 1.30354 -1.43091 -5.60091
Cl 2.70499 -1.34896 -4.52671
Cl 1.05334 0.11346 -6.43111
Cl 1.50168 -2.74014 -6.77823
H 0.42133 -1.64115 -4.99689
C 7.69261 3.24151 -4.36528
Cl 6.75142 4.72989 -4.53473
Cl 8.33249 3.09383 -2.72170
Cl 6.70659 1.83230 -4.77755
H 8.53162 3.28655 -5.05639
```

Total charge   -1
Frontier orbital gap   0.2358 hartree
Relative energy (zero: lowest compared OMol25 entry of this formula, charge and spin)   208.6 kJ/mol
LUMO level   1.7 eV